109
Properties=species:S:1:pos:R:3:forces:R:3 method="wB97M-V/def2-TZVPD" orbital_gap_ev="8.622 / 9.810" e_above_lowest_ev=0.0000 spin_multiplicity=2 e_lumo_ev="0.506 / 0.495" s_squared=0.75 e_homo_ev="-8.116 / -9.315"
C 2.80627 2.89422 -0.12399 0.5 0.1 0.3
O 2.42344 2.32739 1.11342 -0.2 0.1 0.1
C 1.18193 1.66490 1.06429 0.2 0.5 0.0
C 1.22351 0.29312 0.33206 -0.9 -0.2 0.0
C 0.17207 -0.56415 1.03692 -0.3 0.0 0.4
F 0.46678 -0.76541 2.36088 -0.2 0.0 -0.8
F -1.06346 0.02467 1.01672 0.7 -0.4 0.0
F 0.03929 -1.79199 0.47474 0.0 0.6 0.3
C 2.58637 -0.40259 0.49091 -0.1 -0.2 -0.2
C 3.28090 -1.01641 -0.74689 0.9 0.0 0.6
C 4.78700 -0.72048 -0.60983 -0.4 -0.3 -0.2
C 3.15032 -2.54700 -0.71355 -0.3 -0.1 -0.1
N 2.85880 -0.43798 -2.03861 -0.8 -1.1 0.3
O 3.46460 -0.94903 -3.03919 0.3 0.5 -0.2
C 1.41538 -0.23296 -2.27083 -0.6 0.5 -0.9
C 1.30501 0.69621 -3.49625 0.2 -0.3 0.2
C 0.68105 -1.52331 -2.66139 0.2 0.1 0.5
C 0.72036 0.50734 -1.12171 0.8 0.0 -0.1
H 3.22303 2.13033 -0.78491 -0.2 0.0 -0.3
H 3.60130 3.60375 0.09133 0.1 0.0 0.0
H 1.99238 3.44861 -0.59211 -0.2 -0.1 -0.1
H 0.83862 1.57593 2.09132 0.2 -0.2 0.2
H 0.46684 2.32514 0.56798 -0.2 -0.1 -0.1
H 3.29069 0.25843 0.98426 -0.1 0.3 -0.1
H 2.45420 -1.22967 1.18402 0.1 -0.1 0.1
H 5.32943 -1.32422 -1.33076 0.1 0.1 -0.1
H 4.98726 0.33372 -0.78064 0.1 0.1 0.1
H 5.10058 -1.03068 0.38341 0.1 0.2 0.1
H 2.16028 -2.88553 -0.42109 -0.1 0.0 0.0
H 3.40314 -2.99253 -1.67120 0.0 0.1 -0.1
H 3.84638 -2.93793 0.02510 0.0 0.0 0.1
H 0.28723 1.06562 -3.59006 -0.1 0.1 0.0
H 1.54332 0.13779 -4.39437 0.1 0.1 -0.1
H 2.00419 1.52202 -3.37846 0.0 0.2 -0.1
H 1.09314 -1.94353 -3.56957 0.2 -0.1 0.0
H -0.34057 -1.23817 -2.88509 -0.2 -0.1 0.0
H 0.67963 -2.26279 -1.86755 0.0 -0.1 0.0
H -0.33937 0.29180 -1.21602 -0.1 0.0 0.2
H 0.81290 1.56732 -1.34143 0.1 0.1 0.1
O 1.55087 -5.71249 1.96850 0.1 -0.1 -0.1
C 0.95790 -5.11784 2.82435 -0.3 0.0 0.0
O 1.39122 -5.21165 4.09652 0.3 0.0 0.1
C 0.86689 -4.40654 5.15701 -0.2 0.0 0.2
C -0.38435 -5.00948 5.75827 0.0 -0.1 -0.1
C -0.29733 -4.33162 2.52506 0.2 0.3 0.0
H 0.70864 -3.38096 4.81957 0.0 0.0 0.0
H 1.66036 -4.37204 5.90199 0.1 -0.1 -0.1
H -1.19323 -5.07136 5.03171 0.0 0.1 0.0
H -0.73215 -4.41495 6.60280 0.0 0.0 0.0
H -0.18297 -6.02299 6.10578 0.0 0.0 0.0
H -1.14966 -5.00986 2.53824 0.0 0.0 0.0
H -0.19923 -3.90804 1.53133 0.0 -0.2 -0.1
H -0.48265 -3.50977 3.21236 -0.1 -0.1 0.1
O 0.15127 6.55335 0.66678 0.0 0.1 -0.1
C 0.27684 6.41076 1.85333 -0.2 0.0 0.1
O 0.77582 5.25078 2.30271 0.2 -0.2 -0.2
C 1.14579 5.01013 3.66315 0.0 -0.1 0.3
C -0.03655 4.57178 4.50191 -0.1 0.0 -0.1
C -0.18660 7.45818 2.83719 0.4 0.2 0.1
H 1.65151 5.88041 4.08407 0.0 0.0 0.0
H 1.88162 4.20936 3.61189 0.0 0.0 -0.1
H -0.80137 5.34675 4.55893 0.0 0.0 0.0
H 0.28615 4.33218 5.51506 0.0 0.0 0.0
H -0.49913 3.68696 4.06447 0.0 0.0 0.0
H -1.25035 7.31461 3.02188 0.0 0.0 0.0
H -0.03677 8.43559 2.38616 -0.1 0.0 -0.1
H 0.34657 7.44549 3.78466 -0.1 -0.1 0.0
O -1.34144 8.10892 -6.06647 0.0 0.0 -0.1
C -1.23681 7.97459 -4.87964 -0.2 0.1 0.1
O -0.76275 6.81255 -4.39662 0.2 -0.1 -0.1
C -0.43573 6.61554 -3.01523 -0.1 0.0 0.2
C -1.64023 6.21307 -2.19440 -0.2 0.0 -0.1
C -1.69319 9.04707 -3.91615 0.3 0.1 0.1
H 0.06251 7.49537 -2.60745 0.0 0.0 0.0
H 0.29841 5.81193 -3.01306 0.0 0.0 -0.1
H -2.40265 6.99289 -2.18591 0.0 0.0 0.0
H -1.33892 6.01188 -1.16771 0.0 0.0 0.0
H -2.09711 5.31533 -2.61301 0.0 0.0 0.0
H -2.76200 8.92791 -3.74458 0.0 0.0 0.0
H -1.51729 10.01364 -4.38098 -0.1 0.0 -0.1
H -1.17460 9.03926 -2.96062 -0.1 -0.1 0.0
O -0.74015 -1.43117 -5.28633 -0.1 0.0 -0.1
C -0.79872 -1.03083 -6.41651 0.2 0.2 0.0
O -0.80311 -1.92868 -7.41792 -0.1 -0.2 0.0
C -1.03912 -1.57635 -8.78331 0.1 0.1 -0.2
C 0.22828 -1.12859 -9.48095 0.1 0.0 0.1
C -0.78547 0.44476 -6.74168 -0.4 0.0 -0.1
H -1.83496 -0.83392 -8.85718 0.0 0.0 0.0
H -1.41519 -2.48703 -9.24593 0.0 -0.1 0.1
H 0.63838 -0.22475 -9.03044 0.0 0.0 0.0
H 0.03101 -0.92860 -10.53430 0.0 0.0 0.0
H 0.98967 -1.90484 -9.40886 0.0 0.0 0.0
H 0.24850 0.78685 -6.76841 0.0 0.0 0.0
H -1.30811 0.97154 -5.94761 0.1 0.0 0.1
H -1.27119 0.69913 -7.68035 0.1 0.0 0.0
O -4.17575 -5.15834 7.15312 0.1 0.1 0.0
C -4.21887 -6.31715 6.85162 -0.2 -0.1 -0.1
O -3.18125 -6.84673 6.17518 0.3 0.1 0.0
C -3.03332 -8.24635 5.92260 -0.1 -0.2 -0.1
C -3.78222 -8.68132 4.68026 -0.1 0.1 0.0
C -5.43079 -7.17246 7.14039 0.1 -0.2 0.3
H -3.31769 -8.82787 6.80074 0.0 0.0 0.0
H -1.96404 -8.39385 5.77950 0.0 0.1 0.0
H -4.85703 -8.53271 4.78516 0.0 -0.1 0.0
H -3.59899 -9.73637 4.47675 0.0 0.0 0.0
H -3.45301 -8.09803 3.82050 0.1 0.0 0.0
H -6.15514 -7.03068 6.33954 0.0 0.0 0.0
H -5.86859 -6.83129 8.07465 -0.1 0.1 -0.1
H -5.21465 -8.23305 7.24409 0.0 0.0 -0.1